1.
The following is a quantum chemistry calculation of C37H57Br2N4RuSbSi3 as an isolated structure, from OMol25.

Values from the calculation:
Frontier orbital gap (alpha / beta), hartree: 0.2502 / 0.2164
ΔE to the lowest compared entry with this formula, charge and spin, kJ/mol: 0.00
HOMO level (alpha / beta), eV: -15.888 / -15.825
Total charge: +3
Spin multiplicity: 2

Geometry as XYZ:
```
105
Properties=species:S:1:pos:R:3:lowdin_charge:R:1
Ru -0.1587 0.2489 -0.2639 1.018
C -4.3550 -2.7754 -4.8987 -0.023
C -3.4141 -3.7023 -4.1077 -0.552
C -2.5134 -4.4811 -5.0800 -0.023
C -4.2527 -4.6881 -3.2942 -0.048
C -2.5418 -2.8274 -3.2210 -0.106
C -1.6872 -1.8736 -3.7759 0.031
C -0.9566 -1.0448 -2.9589 -0.155
N -1.0087 -1.0988 -1.6191 -0.052
C -1.7887 -2.0500 -1.0571 -0.178
C -2.5517 -2.9037 -1.8270 0.080
C -1.7542 -2.1199 0.4322 -0.172
C -2.5302 -3.0045 1.1543 0.080
C -2.4569 -3.0611 2.5467 -0.107
C -1.5648 -2.1745 3.1538 0.033
C -0.8257 -1.3087 2.3872 -0.076
N -0.8989 -1.2692 1.0461 -0.015
C -3.2910 -4.0134 3.3836 -0.553
C -2.3446 -4.8881 4.2242 -0.022
C -4.1719 -4.9184 2.5212 -0.049
C -4.1892 -3.1785 4.3134 -0.023
H -4.9733 -3.3746 -5.5674 0.103
H -3.8045 -2.0570 -5.5084 0.083
H -5.0179 -2.2234 -4.2283 0.095
H -3.1304 -5.1370 -5.6941 0.102
H -1.7947 -5.1026 -4.5419 0.099
H -1.9639 -3.8203 -5.7523 0.085
H -4.8632 -5.2841 -3.9713 0.102
H -4.9324 -4.1753 -2.6087 0.093
H -3.6259 -5.3800 -2.7256 0.097
H -1.5902 -1.7717 -4.8488 0.131
H -0.2959 -0.3005 -3.3709 0.030
H -3.1628 -3.6496 -1.3441 0.107
H -3.2116 -3.6584 0.6348 0.107
H -1.4454 -2.1518 4.2283 0.130
H -0.1361 -0.6219 2.8573 0.103
H -1.6650 -5.4605 3.5895 0.099
H -2.9358 -5.5940 4.8075 0.102
H -1.7492 -4.2981 4.9229 0.085
H -3.5771 -5.5514 1.8580 0.096
H -4.8865 -4.3446 1.9253 0.093
H -4.7483 -5.5770 3.1694 0.102
H -3.6076 -2.5456 4.9859 0.085
H -4.7916 -3.8496 4.9258 0.103
H -4.8681 -2.5427 3.7408 0.096
Br 1.9126 3.5389 5.1560 0.926
C 1.3691 2.6055 3.6508 -0.666
C 2.0921 1.5048 3.2075 -0.071
C 1.6892 0.8840 2.0410 -0.138
N 0.6126 1.2837 1.3486 -0.098
C -0.1255 2.2890 1.8238 -0.225
C 0.2353 3.0002 2.9484 -0.023
C -1.3774 2.4872 1.0552 -0.191
C -2.3150 3.4492 1.3450 -0.020
C -3.5084 3.4766 0.6234 -0.668
Br -4.7823 4.7705 0.9777 0.939
C -3.7294 2.5220 -0.3576 -0.055
C -2.7308 1.6061 -0.6157 -0.084
N -1.5703 1.6011 0.0530 -0.058
H 2.9508 1.1449 3.7577 0.131
H 2.2358 0.0423 1.6356 0.133
H -0.3527 3.8392 3.2934 0.124
H -2.1449 4.1683 2.1338 0.124
H -4.6581 2.4927 -0.9098 0.130
H -2.8415 0.8578 -1.3878 0.112
C 4.2087 -0.4669 -2.1063 -0.219
Si 3.0904 0.2314 -3.4014 0.387
C 2.0513 -0.9918 -4.3135 -0.217
C 3.8368 1.4842 -4.5203 -0.185
Sb 1.3956 1.6334 -1.8032 0.930
Si -0.3015 3.0509 -3.4330 0.409
C -1.5435 1.8927 -4.1522 -0.204
C 0.8463 3.6893 -4.7214 -0.196
C -0.9799 4.3421 -2.2985 -0.194
Si 3.0102 3.5934 -0.8034 0.403
C 1.7730 4.7504 -0.0481 -0.200
C 3.8779 4.3196 -2.2541 -0.192
C 4.1390 2.7007 0.3459 -0.192
H 4.8334 -1.2561 -2.5384 0.055
H 3.6506 -0.9061 -1.2792 0.025
H 4.8813 0.2980 -1.7152 0.026
H 2.6900 -1.5323 -5.0213 0.060
H 1.2744 -0.4977 -4.9007 0.032
H 1.5963 -1.7345 -3.6569 0.033
H 4.5314 0.9593 -5.1877 0.064
H 4.4088 2.2434 -3.9934 0.016
H 3.0950 1.9727 -5.1495 0.024
H -1.0761 1.1968 -4.8508 0.039
H -2.2682 2.4850 -4.7233 0.064
H -2.1011 1.3261 -3.4072 0.004
H 1.1197 2.9105 -5.4335 0.037
H 1.7508 4.1319 -4.3154 0.010
H 0.3243 4.4743 -5.2832 0.065
H -1.2230 3.9547 -1.3088 0.000
H -1.8970 4.7597 -2.7292 0.060
H -0.2708 5.1619 -2.1850 0.034
H 1.3896 5.4360 -0.8041 0.031
H 2.2493 5.3619 0.7270 0.057
H 0.9358 4.2289 0.4100 -0.002
H 3.2210 4.5194 -3.0950 0.013
H 4.7090 3.6992 -2.5857 0.033
H 4.3043 5.2816 -1.9444 0.065
H 3.6071 2.1996 1.1488 -0.004
H 4.8215 3.4237 0.8083 0.062
H 4.7509 1.9708 -0.1844 0.028
```

***

2.
The following is a quantum chemistry calculation of C37H57FeO3SSeSi as an isolated structure, from OMol25.

Values from the calculation:
Frontier orbital gap (alpha / beta), hartree: 0.2984 / 0.2685
ΔE to the lowest compared entry with this formula, charge and spin, kJ/mol: 78.14
HOMO level (alpha / beta), eV: -7.909 / -7.934
Total charge: 0
Spin multiplicity: 6

Geometry as XYZ:
```
101
Properties=species:S:1:pos:R:3:lowdin_charge:R:1
Fe 0.2475 1.5046 -1.8640 0.951
C -3.7532 -2.9871 2.8079 -0.046
C -3.7562 -1.5147 3.2394 -0.558
C -2.9766 -1.3905 4.5478 -0.065
C -5.2024 -1.0680 3.4947 -0.047
C -3.1333 -0.6752 2.1280 -0.172
C -1.9453 0.0256 2.2799 -0.063
C -1.3912 0.7215 1.2177 -0.431
Se 0.1648 1.8048 1.5150 1.151
C 1.5919 0.5566 1.1761 -0.429
C 1.9561 -0.3426 2.1639 -0.061
C 3.0529 -1.1782 1.9940 -0.175
C 3.7885 -1.0244 0.8221 -0.002
C 3.4603 -0.1482 -0.2093 -0.091
C 2.3046 0.6415 -0.0337 -0.368
O 1.8620 1.4357 -0.9988 -0.258
C 4.4246 -0.0475 -1.4067 -0.521
C 3.7984 0.4976 -2.6964 -0.050
C 5.0278 -1.4194 -1.7502 -0.055
C 5.5662 0.8915 -0.9897 -0.036
C 3.4619 -2.2328 3.0192 -0.556
C 2.6159 -2.1461 4.2900 -0.065
C 3.2709 -3.6241 2.3999 -0.047
C 4.9354 -2.0529 3.4109 -0.046
C -2.0024 0.7276 -0.0490 -0.372
O -1.3942 1.2810 -1.0890 -0.272
C -3.2554 0.1002 -0.2078 -0.098
C -3.7641 -0.5851 0.8906 0.006
C -4.1439 0.2162 -1.4586 -0.522
C -3.4277 0.6667 -2.7371 -0.050
C -5.2250 1.2616 -1.1372 -0.035
C -4.8345 -1.1167 -1.7782 -0.049
H -4.2101 -3.6141 3.5755 0.084
H -2.7323 -3.3370 2.6441 0.084
H -4.3114 -3.1260 1.8814 0.077
H -3.4480 -2.0085 5.3126 0.085
H -2.9618 -0.3621 4.9097 0.091
H -1.9463 -1.7298 4.4378 0.079
H -5.6076 -1.5848 4.3654 0.083
H -5.8514 -1.2914 2.6489 0.075
H -5.2484 0.0051 3.6810 0.092
H -1.4329 0.0558 3.2299 0.089
H 1.3692 -0.3691 3.0706 0.091
H 4.6654 -1.6439 0.6930 0.100
H 2.9326 -0.0907 -3.0038 0.076
H 4.5465 0.4411 -3.4894 0.085
H 3.4843 1.5315 -2.5953 0.078
H 4.2537 -2.1648 -1.9297 0.077
H 5.6919 -1.7981 -0.9746 0.073
H 5.6213 -1.3310 -2.6609 0.085
H 5.1811 1.8885 -0.7746 0.093
H 6.2997 0.9742 -1.7932 0.086
H 6.0723 0.5231 -0.0961 0.085
H 1.5595 -2.3271 4.0864 0.080
H 2.7103 -1.1702 4.7677 0.091
H 2.9488 -2.9030 5.0014 0.085
H 2.2208 -3.7952 2.1548 0.081
H 3.5898 -4.4032 3.0951 0.085
H 3.8550 -3.7294 1.4844 0.079
H 5.1173 -1.0420 3.7768 0.093
H 5.6060 -2.2331 2.5715 0.076
H 5.2007 -2.7568 4.2012 0.083
H -4.7172 -1.0825 0.7762 0.099
H -3.0401 1.6786 -2.6551 0.082
H -4.1489 0.6391 -3.5565 0.088
H -2.5929 0.0154 -3.0026 0.068
H -4.7681 2.2261 -0.9132 0.094
H -5.8204 0.9605 -0.2739 0.084
H -5.8932 1.3886 -1.9906 0.086
H -4.1083 -1.9007 -2.0076 0.070
H -5.4714 -0.9871 -2.6543 0.087
H -5.4718 -1.4735 -0.9704 0.073
C 0.0465 6.4470 -0.7063 -0.184
Si 0.0988 6.1389 -2.5455 0.409
C 1.6140 6.9371 -3.2907 -0.190
C -1.4401 6.8206 -3.3558 -0.190
C 0.1723 4.3215 -2.8144 -0.199
C 0.2081 3.1096 -2.9751 -0.161
H -0.0027 7.5197 -0.5102 0.030
H 0.9332 6.0501 -0.2129 0.032
H -0.8246 5.9767 -0.2509 0.031
H 1.5316 8.0232 -3.2171 0.029
H 1.7250 6.6763 -4.3429 0.030
H 2.5214 6.6298 -2.7713 0.030
H -1.4469 7.9096 -3.2793 0.029
H -2.3422 6.4414 -2.8760 0.030
H -1.4852 6.5547 -4.4117 0.030
O 0.3231 -0.5241 -2.3256 -0.547
S 0.0124 -1.4355 -1.1271 1.051
C 1.1953 -2.7969 -1.2586 -0.285
C 0.3700 -4.0760 -1.2121 -0.222
C -0.8328 -3.8040 -2.1162 -0.212
C -1.3915 -2.4691 -1.6385 -0.288
H 1.9370 -2.6865 -0.4714 0.075
H 1.6621 -2.6485 -2.2341 0.104
H 0.0291 -4.2612 -0.1903 0.116
H 0.9605 -4.9373 -1.5230 0.120
H -1.5863 -4.5891 -2.0660 0.118
H -0.5035 -3.7214 -3.1536 0.121
H -2.0214 -2.5700 -0.7525 0.095
H -1.9311 -1.8884 -2.3864 0.079
```

***

3.
The following is a quantum chemistry calculation of C37H58Cl4INO8P as an isolated structure, from OMol25.

Values from the calculation:
Frontier orbital gap, hartree: 0.2542
HOMO level, eV: -10.281
Total charge: +1

Geometry as XYZ:
```
110
Properties=species:S:1:pos:R:3:lowdin_charge:R:1
C -5.2865 -4.0746 2.0967 0.043
C -4.5607 -2.8610 1.8991 -0.092
C -3.9510 -1.3752 1.5597 -0.214
C -3.2892 -1.2654 0.0242 -0.173
C -2.2960 0.0187 0.0526 -0.148
C -0.6859 -0.2542 -0.3591 -0.285
C -0.2075 -1.7684 -0.0261 -0.156
C -0.5815 -2.5018 1.3712 -0.252
C 0.7311 -3.1914 2.1539 -0.506
Cl 1.0701 -4.7699 1.1823 0.470
O -0.9672 -0.3161 -1.8348 -0.185
C 0.1498 -0.2978 -2.7251 -0.678
I 1.1264 -2.1648 -3.2627 1.075
C -0.6240 0.0623 -4.1949 -0.136
C -1.7440 -1.1108 -4.5914 -0.340
C -1.1934 -1.7043 -6.0554 -0.082
O -3.0484 -0.4423 -4.7103 -0.187
C -4.0923 -1.2867 -5.2871 -0.193
C -4.4637 -2.6462 -4.4488 -0.115
C -5.6699 -2.5512 -3.2968 -0.025
C -6.0887 -3.9204 -2.4729 -0.069
C -5.3813 -5.4029 -2.6793 -0.064
C -4.2087 -5.4969 -3.8247 -0.064
C -3.7942 -4.1294 -4.6554 -0.033
C 1.0350 1.0603 -2.4481 -0.217
C 2.0893 1.5042 -3.5969 -0.114
C 3.1735 0.4799 -4.2042 -0.589
O 4.3434 0.0749 -3.7078 -0.091
Cl 2.8171 -0.2247 -5.9284 0.544
N 1.4225 1.3462 -0.9823 -0.275
C 2.8063 0.8867 -0.5999 -0.225
C 3.1231 -0.5083 0.1184 -0.628
C 4.3841 -0.2329 1.2064 -0.141
Cl 3.8677 -1.8584 -0.9225 0.547
P 1.7059 3.1647 -0.8546 0.777
O 1.1134 4.0629 -1.9924 -0.429
C 0.3049 0.9970 0.0243 -0.422
Cl -0.8923 2.4885 -0.1888 0.762
C 0.6793 1.2686 1.5786 -0.237
C -0.0254 0.4500 2.7712 -0.083
H -6.1695 -4.8413 2.3385 0.062
H -3.2251 -0.9790 2.3939 0.089
H -4.8529 -0.5927 1.5368 0.134
H -2.8610 -2.2957 -0.2838 0.108
H -4.2570 -1.1156 -0.6638 0.130
H -2.8415 0.7174 -0.7558 0.132
H -2.4416 0.5574 1.0670 0.092
H 0.9079 -2.0405 -0.2529 0.057
H -0.7663 -2.4575 -0.8404 0.123
H -1.2549 -3.4718 1.1619 0.115
H -1.2685 -1.8847 2.1134 0.092
H 0.3926 -3.4949 3.2334 0.099
H 1.6514 -2.4771 2.2204 0.063
H 0.1444 0.1747 -5.0672 0.073
H -1.2268 1.0625 -4.1271 0.144
H -1.8604 -1.9395 -3.7756 0.122
H -0.0123 -1.7287 -6.1141 0.043
H -1.5600 -2.7913 -6.2782 0.068
H -1.5791 -0.9185 -6.8563 0.114
H -3.9442 -1.6000 -6.4045 0.130
H -5.0891 -0.6271 -5.2781 0.145
H -6.1939 -1.5039 -3.1183 0.095
H -6.9584 -3.8887 -1.6563 0.087
H -5.6489 -6.3730 -2.0787 0.086
H -3.6343 -6.5045 -4.1039 0.094
H -2.9627 -4.2518 -5.4793 0.071
H 0.1390 1.8512 -2.6369 0.150
H 1.4439 1.8770 -4.5364 0.152
H 2.7311 2.4818 -3.3506 0.145
H 3.6349 1.0369 -1.4238 0.151
H 3.1656 1.6744 0.2368 0.108
H 2.2877 -0.8839 0.8835 0.094
H 5.3352 0.1317 0.6305 0.100
H 4.0003 0.5470 2.0252 0.094
H 4.5317 -1.2449 1.7978 0.097
H 3.1535 3.4111 -1.0696 0.082
H 1.5411 3.6627 0.4914 0.054
H 0.5107 2.4101 1.9184 0.107
H 1.8353 1.1540 1.8713 0.116
H 0.6121 -0.5427 2.9522 0.089
H 0.1372 1.0692 3.7812 0.127
H -1.1485 0.2029 2.7244 0.064
O 3.7516 -0.3797 5.4193 0.060
C 4.9408 -0.6823 5.4718 -0.513
O 5.8923 0.2207 5.1418 -0.016
C 7.3036 0.0337 5.3493 -0.225
C 7.9237 -0.7275 4.1935 -0.066
C 5.3585 -2.0822 5.8129 0.008
H 7.5012 -0.4343 6.3176 0.118
H 7.7448 1.0352 5.3953 0.126
H 7.5012 -1.7313 4.0998 0.068
H 9.0052 -0.8185 4.3280 0.087
H 7.7275 -0.2125 3.2475 0.079
H 5.3109 -2.7006 4.9118 0.097
H 4.6646 -2.4793 6.5608 0.099
H 6.3516 -2.1515 6.2537 0.074
O -2.9167 3.9659 3.6888 0.080
C -2.4928 4.8775 2.9833 -0.503
O -1.9509 5.9826 3.5447 -0.003
C -1.2584 7.0128 2.8175 -0.229
C -2.2347 8.0313 2.2611 -0.063
C -2.6499 4.8259 1.4923 -0.016
H -0.6105 6.5847 2.0478 0.108
H -0.5970 7.5077 3.5368 0.126
H -2.9268 7.5771 1.5471 0.069
H -1.7008 8.8419 1.7575 0.086
H -2.8440 8.4558 3.0655 0.090
H -3.6513 5.1756 1.2246 0.107
H -2.5306 3.7876 1.1663 0.019
H -1.9025 5.4020 0.9494 0.067
```

***

| no. | F_max (eV Å⁻¹) |
| --- | --- |
| 1 | 1.51 |
| 2 | 0.43 |
| 3 | 10.13 |